# 1
{"formula": "C24H39N3O5S", "method": "ωB97M-V/def2-TZVPD", "mol_weight_g_mol": 481.66, "gap_ev": 8.3, "total_charge": 0, "homo_energy_ev": -7.66, "e_tot_ha": -1876.5961, "max_force_ev_per_a": 1.064, "lumo_energy_ev": 0.7, "symbols": ["C", "C", "O", "C", "C", "C", "C", "C", "C", "N", "C", "O", "C", "C", "C", "N", "S", "O", "O", "N", "C", "C", "C", "C", "C", "C", "C", "C", "C", "C", "O", "C", "C", "H", "H", "H", "H", "H", "H", "H", "H", "H", "H", "H", "H", "H", "H", "H", "H", "H", "H", "H", "H", "H", "H", "H", "H", "H", "H", "H", "H", "H", "H", "H", "H", "H", "H", "H", "H", "H", "H", "H"], "positions_angstrom": [[1.151, 4.816, -0.710], [1.061, 3.745, 0.374], [2.251, 2.988, 0.487], [2.490, 1.983, -0.398], [1.653, 1.596, -1.430], [1.972, 0.503, -2.224], [3.139, -0.206, -2.018], [3.434, -1.455, -2.804], [3.367, -2.690, -1.891], [2.247, -2.600, -0.980], [2.416, -2.641, 0.356], [3.471, -2.943, 0.879], [1.198, -2.243, 1.189], [-0.129, -2.814, 0.683], [-1.310, -2.188, 1.429], [-1.289, -0.738, 1.419], [-1.689, -0.032, -0.058], [-1.251, -0.809, -1.182], [-1.285, 1.337, 0.016], [-3.330, -0.046, -0.069], [-4.070, -1.170, -0.588], [-5.409, -0.677, -1.131], [-6.192, 0.037, -0.027], [-7.528, 0.559, -0.549], [-5.336, 1.178, 0.529], [-3.986, 0.650, 1.011], [-0.060, -0.216, 1.990], [1.152, -0.709, 1.210], [4.001, 0.195, -0.999], [3.696, 1.270, -0.186], [4.464, 1.732, 0.840], [5.616, 1.017, 1.234], [5.299, -0.229, 2.057], [2.000, 5.468, -0.515], [0.241, 5.410, -0.714], [1.283, 4.366, -1.690], [0.196, 3.091, 0.212], [0.957, 4.224, 1.352], [0.716, 2.099, -1.599], [1.280, 0.204, -2.998], [2.700, -1.555, -3.606], [4.427, -1.407, -3.255], [3.281, -3.600, -2.496], [4.262, -2.771, -1.270], [1.396, -2.213, -1.359], [1.381, -2.602, 2.208], [-0.266, -2.594, -0.375], [-0.147, -3.897, 0.818], [-1.311, -2.501, 2.478], [-2.247, -2.507, 0.969], [-4.255, -1.918, 0.201], [-3.460, -1.618, -1.373], [-5.225, 0.017, -1.952], [-5.980, -1.525, -1.515], [-6.386, -0.679, 0.781], [-8.134, -0.259, -0.931], [-7.368, 1.272, -1.354], [-8.081, 1.055, 0.244], [-5.164, 1.914, -0.258], [-5.849, 1.669, 1.357], [-4.125, -0.022, 1.872], [-3.325, 1.465, 1.304], [-0.017, -0.536, 3.036], [-0.123, 0.871, 1.948], [1.069, -0.329, 0.190], [2.068, -0.314, 1.651], [4.908, -0.368, -0.844], [6.171, 1.731, 1.850], [6.236, 0.764, 0.365], [4.756, -0.973, 1.479], [6.225, -0.676, 2.410], [4.694, 0.046, 2.917]], "forces_ev_per_angstrom": [[0.12, -0.34, 0.25], [-0.33, 0.33, -0.14], [0.30, -0.23, -0.02], [0.10, -0.02, 0.01], [0.05, 0.23, 0.26], [0.22, -0.13, -0.05], [-0.13, 0.12, -0.27], [-0.04, -0.04, 0.22], [0.17, -0.11, -0.10], [-0.13, -0.14, -0.50], [-0.54, -0.11, 0.40], [0.38, -0.06, 0.23], [0.13, 0.10, -0.14], [0.01, 0.00, 0.15], [-0.11, -0.59, -0.32], [-0.32, 0.72, -0.71], [-0.72, -0.09, 0.22], [-0.12, -0.18, -0.02], [0.05, 0.10, 0.29], [0.75, -0.02, -0.10], [-0.09, -0.44, -0.54], [0.11, -0.11, 0.43], [-0.09, 0.28, -0.30], [0.21, -0.18, 0.20], [0.12, -0.39, 0.13], [-0.14, 0.52, 0.35], [0.58, 0.45, -0.04], [-0.12, -0.05, 0.32], [0.03, 0.12, 0.11], [-0.04, 0.21, 0.12], [-0.43, 0.07, -0.24], [0.35, -0.29, 0.26], [-0.10, 0.33, -0.32], [0.04, 0.08, 0.00], [-0.11, 0.09, -0.03], [-0.01, 0.01, -0.12], [0.15, 0.08, 0.08], [-0.06, -0.10, -0.12], [-0.09, 0.12, 0.03], [-0.07, -0.07, -0.10], [0.04, 0.04, -0.07], [-0.03, -0.04, -0.09], [0.13, 0.07, 0.07], [-0.10, -0.02, -0.11], [-0.03, 0.01, 0.18], [0.08, -0.01, -0.13], [0.03, -0.17, 0.09], [-0.02, -0.02, -0.04], [-0.09, 0.04, -0.08], [-0.02, -0.19, 0.14], [0.02, 0.02, -0.06], [-0.16, -0.13, 0.04], [0.00, 0.03, -0.11], [-0.01, -0.02, -0.05], [0.03, -0.02, 0.02], [-0.12, -0.06, -0.07], [0.00, 0.11, -0.12], [-0.12, 0.08, 0.05], [-0.02, 0.11, -0.04], [-0.01, 0.05, 0.02], [0.03, 0.05, -0.03], [-0.18, 0.03, 0.18], [-0.07, 0.02, -0.03], [0.14, -0.05, 0.22], [0.16, 0.04, -0.01], [0.07, 0.03, -0.04], [0.14, -0.07, 0.12], [-0.01, -0.10, -0.16], [-0.04, 0.08, 0.06], [-0.02, -0.10, -0.01], [0.11, -0.08, 0.05], [-0.04, 0.02, 0.11]]}

***

# 2
{"formula": "C16H26AsN2O3ReS6Sb", "method": "ωB97M-V/def2-TZVPD", "mol_weight_g_mol": 869.69, "gap_ev": 5.1, "total_charge": 3, "homo_energy_ev": -15.81, "e_tot_ha": -5902.9425, "max_force_ev_per_a": 3.337, "lumo_energy_ev": -10.7, "symbols": ["Re", "S", "Sb", "S", "S", "S", "N", "C", "C", "O", "O", "H", "H", "H", "H", "H", "S", "C", "N", "O", "S", "C", "C", "C", "C", "H", "H", "H", "H", "H", "H", "H", "H", "C", "As", "C", "C", "C", "C", "C", "C", "C", "C", "H", "H", "H", "H", "H", "H", "H", "H", "H", "H", "H", "H", "H"], "positions_angstrom": [[-0.724, -0.438, -1.998], [-3.101, 3.416, 0.066], [-2.200, 5.276, -0.841], [-0.390, 1.559, -2.898], [-2.049, 2.722, -3.314], [-1.322, 4.635, -2.999], [-5.203, 1.588, -1.806], [-4.936, 0.109, -1.500], [-3.527, -0.105, -0.983], [-3.081, -0.402, 0.109], [-2.643, 0.099, -2.018], [-5.335, 1.822, -2.792], [-4.400, 2.116, -1.435], [-5.952, 1.996, -1.271], [-5.155, -0.497, -2.386], [-5.736, -0.296, -0.778], [-0.402, -3.855, -5.040], [-0.471, -2.748, -3.970], [-0.508, -1.788, -3.197], [1.173, -0.184, -1.293], [2.378, 0.544, -2.072], [4.028, -0.269, -1.616], [4.284, 0.318, -0.233], [3.865, 1.821, -0.218], [2.646, 1.983, -1.128], [4.681, 0.092, -2.420], [3.903, -1.315, -1.777], [5.337, 0.289, -0.019], [3.775, -0.225, 0.512], [4.625, 2.512, -0.433], [3.652, 2.086, 0.813], [2.966, 2.674, -1.884], [1.704, 2.328, -0.730], [-2.132, -3.022, 0.638], [-0.852, -1.624, 0.308], [0.670, -2.720, 0.314], [-0.895, -0.377, 1.904], [0.327, -0.395, 2.739], [0.611, -1.224, 3.813], [1.796, -1.138, 4.596], [2.660, -0.050, 4.359], [2.267, 0.910, 3.397], [1.193, 0.719, 2.609], [-3.130, -2.614, 0.813], [-1.897, -3.331, 1.593], [-1.941, -3.830, -0.072], [0.556, -3.563, -0.374], [0.897, -3.207, 1.249], [1.632, -2.075, 0.171], [-1.808, -0.619, 2.370], [-1.081, 0.643, 1.529], [0.003, -2.048, 4.008], [2.022, -1.866, 5.361], [3.535, 0.262, 4.955], [2.821, 1.866, 3.383], [0.866, 1.439, 1.890]], "forces_ev_per_angstrom": [[0.58, -0.67, -0.41], [0.27, 0.45, -0.54], [-0.37, -0.34, 0.75], [0.03, 0.55, -0.09], [0.03, 0.16, -0.16], [-0.10, -0.65, -0.23], [0.90, -0.74, 0.41], [-2.61, -0.78, 1.23], [2.98, -0.20, -0.52], [-2.51, 0.78, -0.98], [-0.75, -0.22, 0.90], [0.06, -0.25, -0.01], [0.64, 0.51, -0.23], [-0.95, -0.19, 0.26], [0.59, 0.36, -0.10], [1.40, 1.06, -0.67], [-0.09, 0.83, 1.13], [0.18, -0.73, -1.66], [-0.35, 0.38, 0.92], [0.10, -0.48, 0.18], [-0.14, -0.94, -1.04], [-1.34, 1.54, 0.14], [0.92, 1.22, -1.17], [-1.13, -1.77, 1.51], [1.07, 0.79, 0.06], [-0.09, 0.22, 0.16], [-0.08, -0.88, 0.32], [0.55, -0.32, 0.17], [-0.73, -0.67, 0.93], [1.18, 0.57, -1.02], [-0.47, -0.14, 0.19], [-0.24, 0.74, -0.62], [-0.17, -0.06, 0.29], [-0.73, 1.16, -1.25], [-0.38, 0.79, 0.58], [3.28, 0.62, 0.05], [0.68, 0.20, -1.38], [1.22, 1.21, 1.18], [1.54, -0.26, -0.17], [0.26, 1.45, -1.07], [-0.86, 0.52, 0.10], [1.75, 0.39, 1.28], [-1.63, -0.85, -0.98], [-0.05, -0.41, -0.96], [1.04, -1.05, 2.15], [-0.66, 0.14, 0.06], [0.17, 0.49, -0.37], [-0.49, 0.01, 0.75], [-1.76, -1.33, -0.30], [-1.03, -0.73, 0.85], [0.25, -0.43, -0.19], [-1.18, -1.22, 0.39], [-0.18, -0.01, 0.01], [-0.50, -0.91, -0.13], [-0.26, -0.67, -0.26], [0.16, 0.72, -0.39]]}

***

# 3
{"formula": "C7H10BClO3", "method": "ωB97M-V/def2-TZVPD", "mol_weight_g_mol": 188.42, "gap_ev": 9.3, "total_charge": 0, "homo_energy_ev": -8.83, "e_tot_ha": -983.4759, "max_force_ev_per_a": 3.809, "lumo_energy_ev": 0.5, "symbols": ["C", "O", "C", "Cl", "C", "C", "C", "C", "C", "B", "O", "O", "H", "H", "H", "H", "H", "H", "H", "H", "H", "H"], "positions_angstrom": [[-1.449, -1.736, 1.142], [-0.700, -0.679, 0.552], [-1.457, 0.275, 0.119], [-2.876, -0.242, -0.822], [-1.322, 1.580, 0.352], [-0.096, 2.217, 0.782], [0.935, 1.989, 0.005], [0.810, 1.307, -1.290], [1.019, 0.023, -1.469], [1.785, -0.917, -0.448], [2.514, -0.494, 0.612], [1.747, -2.301, -0.678], [-2.123, -1.318, 1.853], [-0.825, -2.569, 1.347], [-2.222, -2.129, 0.346], [-2.041, 2.132, -0.244], [-0.056, 2.737, 1.678], [1.926, 2.118, 0.455], [0.127, 1.983, -1.841], [0.560, -0.348, -2.420], [2.682, -1.091, 1.381], [1.061, -2.537, -1.413]], "forces_ev_per_angstrom": [[-2.26, -0.84, -2.95], [1.00, -1.70, 0.54], [-1.71, 1.85, 0.03], [0.06, 0.35, -0.29], [-1.37, -0.06, -1.56], [-0.72, -1.02, -0.77], [2.98, -0.32, 0.99], [-1.71, 1.75, 1.19], [0.62, -0.75, -1.40], [-0.55, -1.45, -0.84], [0.22, 0.26, 1.23], [-2.08, -0.07, -1.74], [0.06, -0.03, 1.40], [0.71, -0.24, 0.84], [1.68, 0.45, 1.32], [-0.24, 0.40, 0.44], [0.30, 0.84, 1.61], [-0.09, 0.59, -0.50], [0.55, -0.99, -0.90], [0.73, -0.18, 0.76], [-0.24, 0.45, -1.44], [2.05, 0.72, 2.04]]}

***

# 4
{"formula": "C17H16ClN3O2S", "method": "ωB97M-V/def2-TZVPD", "mol_weight_g_mol": 361.85, "gap_ev": 8.6, "total_charge": 0, "homo_energy_ev": -8.87, "e_tot_ha": -1830.5010, "max_force_ev_per_a": 2.058, "lumo_energy_ev": -0.3, "symbols": ["C", "C", "C", "C", "C", "C", "S", "C", "N", "N", "N", "C", "C", "C", "C", "C", "Cl", "C", "C", "C", "O", "C", "C", "O", "H", "H", "H", "H", "H", "H", "H", "H", "H", "H", "H", "H", "H", "H", "H", "H"], "positions_angstrom": [[5.339, -0.708, -0.699], [4.548, 0.355, 0.025], [4.897, 0.238, 1.527], [3.049, 0.112, -0.197], [2.244, 1.383, -0.058], [2.814, 2.618, -0.033], [1.656, 3.946, -0.136], [0.335, 2.735, -0.111], [-1.038, 3.009, -0.200], [-1.897, 2.083, -0.377], [-1.508, 0.767, -0.326], [-2.544, -0.254, -0.567], [-3.414, -0.288, 0.651], [-3.006, -1.017, 1.802], [-3.796, -0.950, 2.961], [-4.998, -0.247, 2.992], [-6.038, -0.153, 4.354], [-5.356, 0.474, 1.848], [-4.611, 0.413, 0.696], [-0.184, 0.401, -0.050], [0.144, -0.779, 0.062], [0.818, 1.472, -0.016], [4.298, 2.798, -0.044], [4.980, 1.629, -0.491], [5.098, -0.725, -1.773], [5.123, -1.740, -0.370], [6.430, -0.582, -0.572], [4.167, 0.768, 2.120], [5.931, 0.571, 1.701], [4.844, -0.816, 1.850], [2.687, -0.636, 0.505], [2.886, -0.291, -1.202], [-3.104, 0.079, -1.432], [-2.057, -1.185, -0.841], [-2.068, -1.551, 1.822], [-3.442, -1.510, 3.817], [-6.298, 1.048, 1.832], [-4.947, 0.946, -0.193], [4.555, 3.667, -0.681], [4.632, 3.084, 0.973]], "forces_ev_per_angstrom": [[0.64, -0.65, -0.94], [0.11, -0.39, 1.02], [0.07, -0.39, -0.34], [-0.02, 0.54, 0.05], [0.19, -0.11, 0.39], [-0.57, -0.22, -0.42], [-0.77, -1.52, 0.29], [-0.64, 0.63, 0.24], [0.11, -0.01, -0.58], [0.94, -0.01, 0.48], [1.70, 1.16, -0.14], [0.02, 0.88, 0.07], [0.14, -1.46, 1.08], [-1.17, 1.40, -0.34], [0.36, -0.59, -0.12], [0.67, 0.60, -1.34], [0.07, -0.20, 0.39], [-1.31, 0.01, 0.48], [0.52, 0.13, -0.49], [0.87, -1.34, -0.33], [-0.57, 0.41, 0.06], [-0.90, -0.25, -0.60], [0.19, 0.31, 0.41], [-0.27, 0.35, -0.38], [0.24, 0.29, 0.21], [-0.21, 0.58, 0.27], [-0.48, 0.18, -0.10], [0.04, 0.44, 0.37], [-0.43, 0.14, 0.03], [-0.05, 0.36, -0.24], [-0.01, -0.07, -0.02], [-0.06, 0.03, 0.04], [-0.18, 0.13, -0.14], [0.15, 0.00, 0.38], [0.04, -0.10, -0.09], [-0.22, 0.08, 0.18], [0.58, -0.36, 0.17], [0.08, -0.03, 0.23], [0.18, -0.74, 0.01], [-0.05, -0.22, -0.23]]}